{
  "formula": "C30H52ClN2O49PS14",
  "method": "wB97M-V/def2-TZVPD",
  "species": ["O", "P", "Cl", "C", "C", "C", "C", "S", "C", "N", "S", "N", "C", "H", "H", "H", "H", "C", "C", "O", "S", "O", "O", "O", "H", "H", "H", "H", "C", "C", "O", "S", "O", "O", "O", "H", "H", "H", "H", "C", "C", "O", "S", "O", "O", "O", "H", "H", "H", "H", "C", "C", "O", "S", "O", "O", "O", "H", "H", "H", "H", "C", "C", "O", "S", "O", "O", "O", "H", "H", "H", "H", "C", "C", "O", "S", "O", "O", "O", "H", "H", "H", "H", "C", "C", "O", "S", "O", "O", "O", "H", "H", "H", "H", "C", "C", "O", "S", "O", "O", "O", "H", "H", "H", "H", "C", "C", "O", "S", "O", "O", "O", "H", "H", "H", "H", "C", "C", "O", "S", "O", "O", "O", "H", "H", "H", "H", "C", "C", "O", "S", "O", "O", "O", "H", "H", "H", "H", "C", "C", "O", "S", "O", "O", "O", "H", "H", "H", "H"],
  "coordinates": [[-5.127, 4.185, 1.792], [-4.440, 3.058, 0.750], [-5.158, 3.598, -1.133], [-2.616, 3.429, 0.912], [-2.059, 2.991, 2.109], [-0.636, 3.237, 2.411], [0.154, 3.913, 1.511], [1.891, 4.303, 1.827], [-0.390, 4.365, 0.240], [0.266, 4.999, -0.732], [-0.825, 5.269, -1.912], [-2.191, 4.627, -1.263], [-1.813, 4.133, -0.081], [-4.439, 4.834, 2.017], [-2.663, 2.475, 2.867], [-0.165, 2.900, 3.345], [1.923, 5.642, 1.576], [-1.226, -1.385, 2.271], [-2.107, -2.301, 3.083], [-2.146, -1.708, 4.389], [-2.049, -0.108, 4.243], [-3.363, 0.431, 4.301], [-0.996, 0.355, 5.076], [-1.558, -0.061, 2.720], [-0.169, -1.564, 2.481], [-1.403, -1.480, 1.207], [-1.720, -3.313, 3.131], [-3.127, -2.320, 2.691], [-1.024, -7.677, 1.464], [-2.376, -7.277, 2.006], [-2.194, -5.927, 2.462], [-1.113, -5.196, 1.527], [-1.810, -4.435, 0.547], [-0.110, -4.629, 2.360], [-0.514, -6.499, 0.816], [-0.338, -7.945, 2.267], [-1.093, -8.499, 0.758], [-2.707, -7.920, 2.818], [-3.134, -7.270, 1.218], [0.196, -7.320, -4.260], [1.416, -7.559, -3.395], [0.888, -7.975, -2.130], [-0.474, -8.794, -2.366], [-0.174, -10.180, -2.343], [-1.490, -8.215, -1.558], [-0.723, -8.357, -3.895], [-0.269, -6.358, -4.034], [0.425, -7.370, -5.322], [2.026, -6.666, -3.281], [2.030, -8.371, -3.790], [6.758, 2.349, 2.090], [7.325, 2.927, 3.368], [6.646, 4.179, 3.524], [5.156, 4.055, 2.928], [4.263, 3.800, 4.000], [4.955, 5.116, 2.003], [5.365, 2.694, 2.108], [7.209, 2.819, 1.212], [6.881, 1.269, 2.034], [8.400, 3.078, 3.316], [7.088, 2.299, 4.231], [-2.405, -3.213, 7.247], [-3.727, -3.924, 7.441], [-3.405, -5.317, 7.360], [-1.923, -5.554, 7.946], [-2.034, -5.980, 9.295], [-1.173, -6.273, 6.981], [-1.443, -4.019, 7.941], [-2.125, -3.179, 6.195], [-2.416, -2.203, 7.650], [-4.460, -3.654, 6.684], [-4.141, -3.729, 8.433], [-3.056, -2.830, -2.471], [-4.454, -2.412, -2.076], [-4.267, -1.319, -1.170], [-2.943, -0.503, -1.589], [-3.322, 0.630, -2.357], [-2.111, -0.397, -0.440], [-2.318, -1.604, -2.580], [-2.591, -3.438, -1.693], [-3.039, -3.372, -3.413], [-5.009, -3.216, -1.600], [-5.013, -2.047, -2.935], [-4.586, -9.017, -3.734], [-4.930, -9.446, -2.323], [-5.010, -8.225, -1.581], [-5.551, -7.054, -2.542], [-6.945, -6.904, -2.334], [-4.648, -5.963, -2.463], [-5.330, -7.811, -3.945], [-3.525, -8.783, -3.830], [-4.860, -9.766, -4.473], [-4.179, -10.107, -1.895], [-5.908, -9.933, -2.282], [-5.525, 1.399, -6.807], [-6.830, 0.905, -6.218], [-6.456, -0.177, -5.362], [-4.996, 0.122, -4.734], [-5.156, 0.676, -3.444], [-4.168, -1.006, -4.986], [-4.576, 1.305, -5.742], [-5.189, 0.752, -7.621], [-5.594, 2.424, -7.165], [-7.530, 0.568, -6.979], [-7.305, 1.675, -5.604], [7.002, 6.860, -2.060], [5.689, 6.120, -1.921], [6.031, 4.737, -2.091], [7.507, 4.482, -1.516], [7.390, 3.971, -0.193], [8.275, 3.834, -2.515], [7.967, 6.017, -1.414], [7.290, 6.967, -3.108], [6.976, 7.840, -1.590], [4.956, 6.429, -2.662], [5.267, 6.244, -0.920], [0.559, 9.011, -2.280], [-0.787, 9.465, -1.755], [-0.567, 10.812, -1.318], [0.546, 11.497, -2.257], [-0.110, 12.264, -3.253], [1.563, 12.033, -1.426], [1.105, 10.156, -2.938], [1.230, 8.734, -1.463], [0.475, 8.178, -2.974], [-1.145, 8.847, -0.934], [-1.538, 9.483, -2.548], [4.815, 13.178, -1.497], [6.113, 13.356, -0.739], [6.647, 12.031, -0.620], [6.231, 11.173, -1.916], [7.312, 11.186, -2.834], [5.624, 9.965, -1.478], [5.090, 12.160, -2.468], [4.018, 12.819, -0.843], [4.494, 14.094, -1.987], [5.965, 13.800, 0.242], [6.826, 13.959, -1.306], [3.925, -7.049, 2.971], [4.022, -7.866, 1.700], [3.628, -9.187, 2.084], [2.532, -9.092, 3.259], [1.239, -9.209, 2.678], [2.956, -9.903, 4.337], [2.764, -7.548, 3.641], [4.790, -7.216, 3.617], [3.821, -5.985, 2.773], [5.026, -7.871, 1.282], [3.316, -7.508, 0.945]],
  "total_energy_ha": -11346.52139,
  "multiplicity": 1
}